# 1
Computed, not measured: an isolated molecule of C7H10O2S in a non-equilibrium geometry, with the ωB97M-V functional and the def2-TZVPD basis.

Results
Energy (Eh): -821.29763
Relative energy (zero: lowest compared OMol25 entry of this formula, charge and spin) (kcal/mol): 32.1
SMILES string: C1C[C@]23OCCS[C@@]2(C1)O3

Structure (XYZ):
```
20
C7H10O2S the ωB97M-V functional and the def2-TZVPD basis
C -0.195 -2.308 0.520
C 0.649 -1.528 -0.495
C 0.032 -0.175 -0.638
O 0.896 0.678 -1.209
C 1.104 1.919 -0.482
C -0.322 2.461 -0.430
S -1.079 1.693 1.038
C -0.998 0.009 0.348
C -0.900 -1.168 1.310
O -1.356 -0.130 -0.997
H -0.958 -2.877 0.150
H 0.513 -2.982 0.991
H 0.701 -2.132 -1.346
H 1.588 -1.458 -0.131
H 1.746 2.382 -1.117
H 1.562 1.807 0.445
H -0.286 3.611 -0.434
H -0.711 2.200 -1.347
H -1.821 -1.367 1.750
H -0.164 -0.636 2.078
```

Löwdin atomic charge list, values in e, 4 entries: number 1, C, carries -0.124; number 2, C, carries -0.060; number 3, C, carries -0.520; number 4, O, carries -0.015

***

# 2
Computed, not measured: a 2-piece molecular cluster, C7H10O3 overall in a non-equilibrium geometry, with the ωB97M-V functional and the def2-TZVPD basis.

Results
Energy (Eh): -498.37379
Relative energy (zero: lowest compared OMol25 entry of this formula, charge and spin) (kcal/mol): 43.2

Structure (XYZ):
```
20
C7H10O3 the ωB97M-V functional and the def2-TZVPD basis
O 1.962 0.135 -1.228
C 1.877 0.556 -0.078
O 2.115 1.704 0.372
C -1.066 1.216 1.427
C -1.805 0.460 0.560
C -1.251 -0.679 -0.205
C 0.003 -1.282 0.426
C 0.955 -0.233 0.979
C 0.314 0.936 1.589
H -1.512 2.058 1.954
H -2.853 0.723 0.394
H -2.034 -1.438 -0.342
H -1.056 -0.296 -1.225
H -0.301 -1.927 1.263
H 0.522 -1.918 -0.301
H 1.703 -0.652 1.667
H 0.832 1.409 2.427
O 0.408 -0.600 -3.373
H 0.901 -0.441 -2.547
H 0.286 0.271 -3.760
```

Löwdin atomic charge list, values in e, 4 entries: number 1, O, carries 0.038; number 2, C, carries -0.603; number 3, O, carries 0.018; number 4, C, carries -0.033

***

# 3
Computed, not measured: an isolated molecule of C7H10O3 in a non-equilibrium geometry, with the ωB97M-V functional and the def2-TZVPD basis.

Results
Energy (Eh): -498.28772
Relative energy (zero: lowest compared OMol25 entry of this formula, charge and spin) (kcal/mol): 97.2

Structure (XYZ):
```
20
C7H10O3 the ωB97M-V functional and the def2-TZVPD basis
C -0.232 -0.041 1.186
C -0.503 1.408 -1.117
C -1.631 0.410 1.573
C 1.552 -0.191 -0.973
C 0.535 1.047 -0.064
C -0.038 -1.161 0.411
C -0.191 -2.298 -0.192
O 2.691 -0.417 -0.283
O 1.437 -0.437 -2.147
O 1.266 1.873 0.468
H 3.354 -0.772 -0.900
H 0.494 0.063 1.989
H 0.010 1.854 -1.966
H -1.038 0.524 -1.457
H -1.193 2.133 -0.686
H -1.982 -0.142 2.446
H -2.339 0.260 0.759
H -1.607 1.471 1.828
H 0.222 -2.524 -1.166
H -0.806 -3.058 0.289
```

Löwdin atomic charge list, values in e, 4 entries: number 1, C, carries -0.224; number 2, C, carries -0.006; number 3, C, carries -0.048; number 4, C, carries -0.483

***

# 4
Computed, not measured: an isolated ion of composition C7H10O3P and charge -1 in a non-equilibrium geometry, with the ωB97M-V functional and the def2-TZVPD basis.

Results
Energy (Eh): -839.86207
Net charge: -1
Relative energy (zero: lowest compared OMol25 entry of this formula, charge and spin) (kcal/mol): 8.1
SMILES string: O=[P@]1([O-])CC[C@]23CCC[C@@]21O3

Structure (XYZ):
```
21
C7H10O3P the ωB97M-V functional and the def2-TZVPD basis
O 2.498 0.283 -1.721
P 2.596 0.184 -0.232
O 3.779 0.627 0.494
C 2.086 -1.592 0.306
C 0.640 -1.612 -0.149
C -0.015 -0.454 0.432
C -1.339 0.058 0.202
C -1.268 1.648 0.346
C 0.188 2.002 0.153
C 1.022 0.779 0.452
O 0.573 0.028 1.617
H 2.267 -1.855 1.374
H 2.756 -2.353 -0.372
H 0.566 -1.452 -1.302
H 0.186 -2.533 -0.019
H -2.125 -0.351 0.833
H -1.604 -0.322 -0.797
H -1.794 2.346 -0.251
H -1.563 1.897 1.395
H 0.556 2.392 -0.862
H 0.343 2.936 0.620
```

Löwdin atomic charge list, values in e, 4 entries: number 1, O, carries -0.383; number 2, P, carries 0.338; number 3, O, carries -0.376; number 4, C, carries -0.219

***

Copy entry 2 word for word.
Computed, not measured: a 2-piece molecular cluster, C7H10O3 overall in a non-equilibrium geometry, with the ωB97M-V functional and the def2-TZVPD basis.

Results
Energy (Eh): -498.37379
Relative energy (zero: lowest compared OMol25 entry of this formula, charge and spin) (kcal/mol): 43.2

Structure (XYZ):
```
20
C7H10O3 the ωB97M-V functional and the def2-TZVPD basis
O 1.962 0.135 -1.228
C 1.877 0.556 -0.078
O 2.115 1.704 0.372
C -1.066 1.216 1.427
C -1.805 0.460 0.560
C -1.251 -0.679 -0.205
C 0.003 -1.282 0.426
C 0.955 -0.233 0.979
C 0.314 0.936 1.589
H -1.512 2.058 1.954
H -2.853 0.723 0.394
H -2.034 -1.438 -0.342
H -1.056 -0.296 -1.225
H -0.301 -1.927 1.263
H 0.522 -1.918 -0.301
H 1.703 -0.652 1.667
H 0.832 1.409 2.427
O 0.408 -0.600 -3.373
H 0.901 -0.441 -2.547
H 0.286 0.271 -3.760
```

Löwdin atomic charge list, values in e, 4 entries: number 1, O, carries 0.038; number 2, C, carries -0.603; number 3, O, carries 0.018; number 4, C, carries -0.033